[1]
{"formula": "C46H44CoIN4O3PS2", "method": "ωB97M-V/def2-TZVPD", "spin_multiplicity": 6, "charge": -2, "gap_ev": [3.29, 5.05], "species": ["I", "Co", "S", "S", "P", "O", "O", "O", "N", "N", "N", "N", "C", "C", "C", "C", "C", "C", "C", "C", "C", "C", "C", "C", "C", "C", "C", "C", "C", "C", "C", "C", "C", "C", "C", "C", "C", "C", "C", "C", "C", "C", "C", "C", "C", "C", "C", "C", "C", "C", "C", "C", "C", "C", "C", "C", "C", "C", "H", "H", "H", "H", "H", "H", "H", "H", "H", "H", "H", "H", "H", "H", "H", "H", "H", "H", "H", "H", "H", "H", "H", "H", "H", "H", "H", "H", "H", "H", "H", "H", "H", "H", "H", "H", "H", "H", "H", "H", "H", "H", "H", "H"], "xyz": [[-0.6739, 7.4959, 1.1971], [0.4332, -0.6320, -2.5113], [1.8612, -1.1207, -4.2115], [-3.3712, 4.2425, 6.9554], [2.2322, -2.0251, 2.5062], [1.8159, 2.6365, -3.5500], [0.6221, 1.3933, -2.2354], [1.7175, -1.7130, -1.4518], [-2.5776, 4.6000, 4.5518], [-4.4605, 2.9306, 4.7237], [-1.4423, -0.8780, -2.5832], [2.5927, -2.3873, -2.1203], [2.7650, -0.0264, 0.3938], [-2.7973, -3.0313, -2.5734], [0.5559, 0.3987, 2.1992], [-1.6835, -3.9986, -2.6171], [-5.4039, -2.8642, -2.5264], [2.8255, -2.1833, 6.6228], [-0.5212, 3.5946, -0.8900], [0.3305, 6.1513, -1.3996], [5.0307, 0.1378, -0.4990], [-1.7832, -0.9974, 1.7774], [-5.1890, -1.4651, -2.6329], [0.7893, 4.9725, -2.1359], [5.5433, -0.7304, 0.4705], [-3.5632, 3.7854, 5.3056], [3.2036, -0.8077, 6.9259], [-0.7877, -3.8425, -1.3709], [-3.0058, 1.3886, -4.0947], [3.2092, -0.2709, 4.4724], [4.6382, -3.7720, -3.2768], [-2.5903, 4.3646, 3.1584], [-1.8129, 0.3965, 1.6495], [-3.8791, 0.6806, -2.9099], [0.4723, 3.7241, -1.8146], [-0.7595, -3.8664, -3.8692], [-0.3330, 5.9133, -0.3402], [0.5668, -1.0341, 2.4054], [3.6750, 0.3684, -0.6589], [-4.0769, -3.5124, -2.4515], [-0.5861, 1.1199, 1.9866], [2.8965, -2.2065, -3.4187], [3.4484, -3.1241, -1.3060], [2.7554, -1.6835, 4.2064], [-2.5045, -1.5794, -2.6908], [-3.4513, 3.4721, 2.6415], [-3.8839, -0.8944, -2.8090], [-0.7380, 4.6840, -0.0311], [-0.6931, -1.7061, 2.1940], [-3.3693, 1.5545, -1.4244], [-4.3401, 2.7905, 3.5041], [2.5385, -2.4958, 5.2282], [4.6581, -1.0391, 1.4865], [3.8953, -3.0472, -4.0637], [3.3964, 0.1673, 5.7458], [4.6343, -3.6999, -1.9170], [1.1247, 2.5207, -2.5730], [3.2630, -0.9410, 1.2841], [0.3222, -3.7334, -3.2919], [3.2514, -0.4708, 7.9487], [3.4556, 0.3922, 3.7089], [-3.6224, 3.1302, 1.4530], [-0.5008, -2.7466, 1.9483], [-4.2523, -4.4894, -2.0866], [5.2011, -4.4436, -3.7920], [-2.6535, 1.0575, 1.3781], [-3.7047, 2.5057, -1.8989], [-6.4499, -3.2993, -2.2609], [-0.4545, 2.1459, 1.5685], [-1.0097, 2.5945, -0.7678], [-0.8235, -4.8791, -4.4029], [2.7666, -2.8504, 7.5391], [3.5318, 1.2473, -1.4840], [2.1219, -3.5629, 5.0634], [-1.9126, 1.4238, -3.7088], [6.6311, -0.8967, 0.3823], [-0.9061, -2.9336, -4.7010], [5.4056, -4.3097, -1.1711], [-1.3219, -4.1540, -0.6156], [4.8888, -1.2936, 2.4754], [3.9682, -2.8071, -5.0824], [1.0841, 6.8917, -1.5056], [1.4091, 1.0672, 2.2973], [3.1754, -3.1746, -0.3598], [5.6112, 0.4608, -1.5004], [-2.0974, 5.0460, 2.4556], [1.3876, 5.1901, -2.9219], [1.7471, 0.4296, 0.5016], [-2.6755, -1.7119, 1.5468], [-2.1734, -4.9049, -2.6108], [-4.8976, 1.1052, -3.0682], [0.2782, -4.5128, -1.4657], [-3.2859, 2.4103, -4.3462], [-1.3940, 4.5346, 0.9647], [-4.2710, 1.2875, -0.9763], [-2.2127, 1.4794, -1.4549], [4.1823, 1.1431, 5.7493], [-6.2969, -1.1747, -2.6590], [-5.0764, 2.0712, 3.1376], [-0.3897, -2.7695, -0.9438], [-2.0922, 5.1090, 5.3172], [-3.1570, 0.4878, -4.9934]], "forces_ev_per_angstrom": [[0.26, -0.83, -1.03], [-0.22, 1.22, 0.33], [0.53, 0.14, -1.46], [-0.64, -0.57, 0.26], [-1.89, 0.88, -1.71], [1.78, 1.55, -0.87], [-0.49, -0.71, 1.56], [-1.63, 0.39, 0.01], [-2.38, -2.22, 0.38], [2.32, 3.37, 8.79], [-0.21, -0.76, -0.46], [3.28, -1.86, 1.99], [-0.03, 0.78, -2.33], [-0.13, 1.15, -0.31], [0.37, -1.05, 2.02], [2.16, 2.97, -0.01], [3.28, 1.06, 0.98], [0.60, 3.78, 0.56], [-0.67, -1.02, 2.39], [4.90, -1.51, -5.12], [0.35, -1.02, -4.25], [-3.28, -0.77, -0.51], [-1.76, -1.86, -0.73], [-1.22, 3.30, 1.67], [0.70, 1.64, 0.02], [-0.10, 0.47, -0.02], [-0.64, -1.03, -3.65], [5.63, 1.73, -2.07], [0.77, -4.60, 0.25], [-0.82, -3.36, 1.66], [1.59, -0.85, 0.31], [1.26, 1.77, -0.53], [1.69, 1.16, 1.31], [1.48, 1.91, 0.45], [0.58, -1.98, -1.61], [1.92, 0.83, -0.68], [-2.03, 2.11, 5.16], [-0.38, 0.93, -0.64], [-0.21, 3.62, 0.30], [-2.75, -0.27, 0.38], [-2.15, -1.03, -2.89], [-1.03, -0.06, -1.21], [3.56, -0.18, -6.72], [0.72, 5.17, -1.22], [-3.47, 0.17, 0.24], [-1.70, -2.23, -2.81], [-0.78, 3.01, 0.28], [-4.27, -3.75, 3.02], [4.55, 0.74, -0.63], [0.36, -0.11, -6.47], [-0.64, -1.96, -7.37], [-0.48, -3.96, 3.08], [-0.56, -0.70, -1.54], [-4.02, 4.06, 1.12], [2.78, -0.19, 2.07], [-1.72, -1.18, 5.62], [-2.77, -1.04, -0.11], [0.02, 0.42, 2.78], [-2.41, -0.32, -2.57], [0.38, 0.05, 0.05], [0.23, 0.70, -1.52], [0.98, 1.58, 3.23], [-0.96, -0.33, 0.63], [0.79, -1.66, -0.20], [2.47, -1.83, -0.92], [0.23, -1.07, 0.01], [0.92, 0.10, 0.72], [2.37, 0.50, -0.67], [-0.46, -0.59, 1.15], [0.78, 1.25, 0.42], [0.50, 1.54, 0.38], [-0.28, 0.51, -1.75], [-0.71, -2.51, 2.07], [0.79, 1.81, -0.03], [-1.70, -0.33, -1.10], [-0.63, -0.09, 0.92], [0.20, -2.66, 2.66], [-2.27, 1.64, -2.32], [-2.57, -2.19, 4.40], [1.10, -1.27, 1.05], [0.30, -0.60, -1.33], [-0.41, 1.60, -0.39], [0.40, -0.74, 0.18], [-0.99, -0.07, 4.29], [-0.68, -0.76, 2.76], [0.16, -0.07, 0.92], [2.17, 0.33, -2.28], [1.12, -1.12, -0.93], [1.27, 1.91, 0.13], [-0.44, -2.45, 0.12], [0.35, -0.86, 0.28], [-3.02, 1.58, 0.34], [-0.54, -0.30, -0.17], [1.54, 0.08, -2.75], [-0.24, -0.95, 2.90], [-2.51, -0.54, 1.18], [-2.88, -2.36, 0.83], [2.07, 2.06, -0.13], [0.30, 0.03, -0.89], [-1.17, -2.37, -1.98], [0.26, -0.06, -1.68], [0.86, 3.19, 1.93]]}



[2]
{"formula": "C4H12N4O3S", "method": "ωB97M-V/def2-TZVPD", "relative_energy_kcal_mol": 0.0, "gap_ev": 9.21, "species": ["S", "O", "O", "O", "N", "N", "N", "N", "C", "C", "C", "C", "H", "H", "H", "H", "H", "H", "H", "H", "H", "H", "H", "H"], "xyz": [[1.1628, 1.2360, 0.6682], [-0.9553, -2.7813, -0.9541], [2.3832, 1.0387, -0.0807], [0.1665, 2.0922, 0.1212], [-2.0655, -2.0169, 0.9197], [0.2649, -0.2260, 1.0501], [-1.9258, 0.5737, -0.3343], [-0.3245, -0.1353, -1.7752], [0.8650, -0.9386, -2.2460], [1.7323, 1.8931, 2.2309], [-1.0178, -0.4466, -0.6709], [-1.2726, -1.8571, -0.2265], [1.7708, -0.4388, -1.9246], [2.7319, 2.1770, 1.9825], [-0.3257, 0.8374, -2.1629], [1.8831, 1.2093, 3.0026], [0.7553, -0.8282, -3.3262], [-2.4160, -3.0419, 1.1735], [1.0332, 2.7356, 2.5175], [-1.5468, 1.5324, -0.2633], [1.0563, -0.8802, 0.9397], [-2.4061, 0.3770, 0.5135], [0.8775, -1.8650, -1.7419], [-2.1098, -1.2234, 1.5868]], "forces_ev_per_angstrom": [[-0.89, -3.78, 1.90], [-0.12, 0.34, 0.72], [-0.20, -0.33, -0.24], [-0.58, 2.14, -0.64], [0.04, -1.37, -0.22], [2.54, 1.98, -1.16], [0.03, -0.92, -0.32], [1.15, -0.88, -0.42], [-1.04, 2.59, 0.05], [-1.15, 1.95, -0.94], [-0.04, 4.08, 0.30], [-1.51, -1.44, 0.33], [0.17, 0.44, -0.01], [0.52, 1.01, -0.15], [-0.36, -1.35, 1.15], [-0.50, -1.51, 1.11], [0.48, -1.14, 0.04], [1.33, 3.39, -0.73], [1.06, -0.95, -0.21], [0.22, -1.07, -0.36], [-0.44, -0.31, 0.32], [-0.53, -0.16, 0.39], [-0.34, -1.28, -0.42], [0.14, -1.42, -0.51]]}



[3]
{"formula": "C6H10O2", "method": "ωB97M-V/def2-TZVPD", "relative_energy_kcal_mol": 162.2, "gap_ev": 9.81, "species": ["O", "O", "C", "C", "C", "C", "C", "C", "H", "H", "H", "H", "H", "H", "H", "H", "H", "H"], "xyz": [[-0.1055, -0.0225, -1.3754], [0.1409, 1.6894, 0.0770], [-0.7812, -1.3748, 0.4200], [0.7615, -0.8702, 0.5609], [-0.7569, -1.1618, -1.2204], [-1.3050, 0.0489, 0.7712], [1.5836, 2.1371, -0.0969], [-0.0958, 0.4370, 0.1179], [-1.8428, -0.9137, -1.7394], [-2.2927, 0.1690, 0.1857], [1.3602, 3.3981, -0.1500], [-0.4948, -2.2230, -1.8288], [2.0013, 1.4895, -1.1260], [-1.0886, -2.2828, 0.9319], [2.4324, 1.8952, 0.8197], [0.6047, -0.8868, 1.7332], [-1.5404, 0.0736, 1.7301], [1.4192, -1.6021, 0.1892]], "forces_ev_per_angstrom": [[1.16, 1.81, 1.11], [4.13, 4.28, 1.17], [1.12, 0.24, -3.35], [-5.55, 1.10, 5.60], [-5.35, -5.14, -1.64], [-3.39, -3.73, -5.03], [0.37, 0.49, -0.96], [3.75, -1.76, -2.53], [1.73, -1.21, 1.62], [1.61, 0.51, 0.83], [1.29, -3.97, -0.29], [0.38, 2.91, 1.48], [-1.17, 2.54, 2.90], [-0.17, 0.01, -0.40], [-3.06, 0.47, -2.28], [1.77, 0.19, -1.79], [-0.03, 1.08, 4.52], [1.41, 0.18, -0.96]]}



[4]
{"formula": "C6H13AsN3O4S", "method": "ωB97M-V/def2-TZVPD", "charge": -1, "gap_ev": 6.96, "species": ["As", "S", "O", "O", "O", "O", "N", "N", "N", "C", "C", "C", "C", "C", "C", "H", "H", "H", "H", "H", "H", "H", "H", "H", "H", "H", "H", "H"], "xyz": [[1.0738, 0.3627, -0.9955], [-1.5746, -1.5830, 0.7479], [3.4879, 0.0999, 0.6488], [-0.3576, 1.3662, -1.9653], [-2.6099, 0.8804, 1.1694], [-0.3333, 3.4174, -1.4094], [-0.8689, 2.3662, -1.2288], [-4.0813, -0.6807, 0.8793], [-4.7500, 0.5278, 1.0659], [2.4810, -0.7018, 0.0439], [3.3939, 0.0866, 2.0535], [-3.8631, 1.3996, 1.2247], [-1.3320, -1.4951, -1.0685], [-2.8437, -0.4106, 0.9434], [0.1132, -1.3689, -1.4854], [-1.9509, -0.7230, -1.4988], [4.2372, 0.6528, 2.4314], [1.9206, -1.2895, 0.7711], [1.8738, 0.2657, -2.3534], [0.6918, -2.2250, -1.1526], [0.1347, -1.4042, -2.5701], [0.2279, 0.5564, 0.3119], [-3.9527, 2.4487, 1.3919], [2.4507, 0.5202, 2.3814], [3.4330, -0.9306, 2.4467], [2.9136, -1.4119, -0.6613], [1.8125, 1.7093, -0.6838], [-1.7276, -2.4358, -1.4381]], "forces_ev_per_angstrom": [[1.78, -0.62, 1.31], [0.24, 0.05, 0.14], [-0.02, -0.45, 0.12], [-0.67, 0.82, -0.18], [0.33, 1.10, 0.22], [0.11, 0.22, -0.06], [-0.11, -0.54, -0.32], [-1.64, -0.31, -0.06], [-1.62, -1.01, -0.19], [-0.59, 0.32, -0.65], [-0.04, 0.02, -0.44], [1.70, 0.52, 0.13], [0.13, -0.60, -0.12], [1.00, -0.76, -0.17], [-0.30, 0.46, -0.05], [-0.05, 0.50, 0.15], [0.07, 0.17, 0.19], [0.00, -0.02, 0.34], [-0.22, -0.05, -0.21], [0.21, -0.17, 0.29], [0.03, 0.14, -0.29], [-0.26, -0.05, -0.15], [-0.07, 0.37, 0.03], [-0.12, 0.23, 0.16], [0.12, -0.23, 0.07], [0.41, -0.01, -0.07], [-0.21, 0.11, -0.15], [-0.21, -0.21, -0.04]]}



[5]
{"formula": "C5H12Br2NO", "method": "ωB97M-V/def2-TZVPD", "relative_energy_kcal_mol": 0.0, "charge": 1, "gap_ev": [10.82, 5.28], "species": ["Br", "Br", "O", "N", "C", "C", "C", "C", "C", "H", "H", "H", "H", "H", "H", "H", "H", "H", "H", "H", "H"], "xyz": [[-3.1445, -1.5137, -0.2861], [-3.6203, 1.6656, -0.1543], [-4.2365, -0.2305, 1.8141], [1.0906, -0.0259, -0.1937], [1.8206, -1.2195, 0.2745], [2.0679, 1.0629, -0.4518], [0.3997, -0.3452, -1.4587], [0.1141, 0.3656, 0.7982], [-3.5554, -0.0053, 0.7048], [1.1208, -0.6540, -2.2134], [2.7945, 0.7443, -1.1985], [-0.3162, -1.1486, -1.2970], [2.5916, 1.3197, 0.4671], [0.4504, 0.3491, 1.8180], [-0.1357, 0.5306, -1.8204], [1.1167, -2.0254, 0.4740], [-0.5459, 1.1591, 0.4990], [2.3606, -0.9917, 1.1917], [-4.4549, 0.5603, 2.3318], [1.5495, 1.9476, -0.8172], [2.5325, -1.5450, -0.4819]], "forces_ev_per_angstrom": [[-0.19, -0.35, -0.25], [-0.22, 0.02, -0.06], [-0.78, -0.32, 0.58], [0.12, -0.22, -0.16], [0.44, -0.88, 0.39], [0.45, 0.85, 0.06], [-0.59, -0.26, -0.91], [0.04, 0.73, 0.28], [1.14, 0.62, 0.08], [0.12, 0.04, 0.14], [-0.12, -0.16, 0.02], [0.04, 0.05, 0.13], [-0.08, -0.11, 0.05], [0.08, -0.29, 0.24], [0.03, 0.05, 0.13], [-0.07, 0.10, -0.05], [-0.35, -0.01, -0.23], [-0.06, 0.13, -0.03], [0.17, 0.00, -0.35], [-0.11, -0.10, 0.01], [-0.07, 0.13, -0.06]]}



[6]
{"formula": "C22H42N2O3", "method": "ωB97M-V/def2-TZVPD", "smiles": "CCCCOC1=CC(=O)C=CC1=O.CCN(CC)CC.CCN(CC)CC", "gap_ev": 6.69, "species": ["O", "O", "O", "N", "N", "C", "C", "C", "C", "C", "C", "C", "C", "C", "C", "C", "C", "C", "C", "C", "C", "C", "C", "C", "C", "C", "C", "H", "H", "H", "H", "H", "H", "H", "H", "H", "H", "H", "H", "H", "H", "H", "H", "H", "H", "H", "H", "H", "H", "H", "H", "H", "H", "H", "H", "H", "H", "H", "H", "H", "H", "H", "H", "H", "H", "H", "H", "H", "H"], "xyz": [[0.7122, 1.5577, 2.4917], [-2.5471, -0.3317, -0.2825], [-0.4321, -0.1359, 4.3913], [-0.1210, 5.3372, -0.1323], [0.4023, -4.7409, -2.4279], [-0.6398, 4.7604, 1.0981], [0.2200, 4.3862, -1.1763], [3.9672, -0.4190, 2.4512], [-0.8208, 6.5120, -0.6216], [-0.1418, -5.2313, -1.1710], [-1.2816, -1.5995, 2.7400], [-0.8987, 7.6275, 0.4086], [3.6081, -1.6430, 3.2901], [-0.9234, 3.6772, -1.9131], [-1.6545, -5.4759, -1.0914], [2.7462, 0.3058, 1.8866], [-0.6011, -6.3299, -4.1687], [-0.6131, -0.3637, 3.2168], [-0.1410, -2.3840, -1.9015], [0.6238, -5.7371, -3.4626], [-1.7583, -0.4561, 0.6311], [-0.1804, 0.6081, 2.1494], [1.9886, 1.0680, 2.9555], [-0.1797, -3.5054, -2.9253], [-0.7281, 0.5479, 0.9373], [-2.1137, 4.3320, 1.1342], [-1.8025, -1.6513, 1.5168], [-2.3135, -2.5264, 1.1365], [-0.4795, 5.4779, 1.9059], [1.2677, -5.2733, -4.2159], [-2.2178, -4.6453, -1.5207], [2.5352, 1.9671, 3.2322], [-0.2822, -6.8816, -5.0548], [-1.9580, -6.3859, -1.6060], [2.0937, -0.4288, 1.4051], [-1.6860, 4.3825, -2.2458], [1.2087, -6.5474, -3.0188], [4.4627, -1.9990, 3.8641], [0.4038, -3.2118, -3.8023], [-1.2177, -3.6252, -3.2744], [0.0964, 7.8794, 0.7777], [-2.2929, 3.3913, 0.6145], [-0.5330, 3.1738, -2.7998], [-1.3393, -2.4226, 3.4397], [-1.5215, 7.3559, 1.2615], [4.5794, -0.7479, 1.6102], [1.8402, 0.4793, 3.8599], [-0.4979, -1.4558, -2.3490], [-0.7864, -2.5957, -1.0484], [-2.7806, 5.0831, 0.7078], [-1.4113, 2.9233, -1.2960], [-0.2626, 6.8704, -1.4913], [0.8792, 3.6351, -0.7295], [-2.4135, 4.1871, 2.1744], [0.1311, -4.5198, -0.3872], [-1.3361, 8.5180, -0.0443], [3.0567, 1.0138, 1.1155], [-1.8387, 6.2907, -0.9815], [-1.9582, -5.5730, -0.0468], [4.5800, 0.2771, 3.0296], [-1.2927, -5.5531, -4.4972], [0.8761, -2.2286, -1.5361], [-1.1477, -7.0230, -3.5306], [0.8258, 4.9236, -1.9125], [0.3929, -6.1534, -0.9299], [-0.4282, 1.2494, 0.1691], [-0.0092, 3.9016, 1.3420], [3.2774, -2.4590, 2.6460], [2.8079, -1.4390, 4.0024]], "forces_ev_per_angstrom": [[-0.04, 0.03, -0.26], [0.21, -0.06, -0.04], [0.09, -0.12, -0.12], [-0.06, -0.01, -0.02], [-0.06, 0.01, -0.01], [-0.03, -0.06, 0.08], [0.06, -0.02, 0.00], [-0.02, -0.07, -0.05], [-0.01, -0.02, -0.02], [0.01, -0.02, 0.03], [-0.02, -0.07, -0.13], [0.01, 0.02, -0.02], [-0.01, -0.01, 0.02], [0.02, 0.00, 0.00], [0.02, 0.00, 0.01], [0.05, 0.02, -0.04], [0.01, 0.00, 0.00], [-0.04, 0.02, 0.09], [0.03, 0.07, -0.01], [0.05, -0.02, 0.01], [-0.20, 0.01, -0.12], [0.24, -0.09, 0.24], [0.03, 0.07, 0.22], [-0.01, -0.03, 0.01], [0.10, 0.24, -0.11], [0.01, -0.08, 0.09], [0.03, -0.10, 0.23], [-0.13, 0.05, 0.00], [0.03, 0.05, -0.04], [-0.01, 0.02, 0.00], [0.00, 0.01, 0.02], [-0.01, 0.03, 0.03], [0.00, -0.01, 0.01], [-0.01, 0.01, -0.04], [-0.05, 0.00, 0.01], [0.00, 0.00, -0.01], [0.00, 0.00, -0.01], [0.04, -0.03, -0.03], [-0.01, 0.01, -0.01], [0.00, -0.02, 0.01], [0.00, -0.01, 0.01], [0.00, 0.03, -0.06], [0.00, -0.01, 0.00], [-0.05, 0.03, 0.06], [-0.01, -0.01, 0.00], [0.11, 0.06, 0.02], [-0.04, -0.04, -0.02], [0.00, 0.00, 0.00], [0.00, 0.00, 0.00], [0.05, 0.04, -0.01], [-0.03, 0.02, 0.00], [-0.02, 0.00, -0.01], [0.01, 0.00, -0.01], [-0.02, -0.02, -0.01], [0.01, 0.02, -0.01], [0.01, 0.01, 0.00], [-0.04, -0.03, -0.08], [0.00, -0.01, 0.01], [0.01, -0.02, 0.00], [-0.02, 0.03, 0.03], [0.01, 0.01, -0.01], [0.00, -0.02, 0.01], [-0.01, 0.01, 0.02], [-0.01, 0.01, 0.00], [-0.02, -0.01, 0.00], [-0.18, 0.06, -0.03], [-0.02, -0.01, 0.01], [-0.05, -0.02, 0.01], [0.00, 0.02, 0.03]]}



Energy: -137189.3349; -27278.8315; -10472.1366; -90760.4272; -148991.4994; -32616.0350 (eV)
Largest force on an atom: 9.70; 4.32; 7.96; 2.30; 1.30; 0.35 (eV/Å)